1.
Formula: C14H15NO2
Source: the Open Molecules 2025 dataset
Level of theory: the ωB97M-V functional and the def2-TZVPD basis

## Properties
- E: -20345.7451 eV
- Gap between HOMO and LUMO: 0.3113 Eh
- SMILES: O=C1C=C(c2ccccc2)OC12CCNCC2

The geometry in ORCA input format:
```
! RIJCOSX wB97M-V def2-TZVPD def2/J DEFGRID3
* xyz 0 1
O -1.5816 0.5915 2.9790
C -1.0336 0.2182 1.9381
C -1.6165 -0.6770 1.0278
C -0.8331 -0.6545 -0.0926
C -1.2146 -1.3756 -1.3317
C -1.9632 -2.5854 -1.3915
C -2.1405 -3.2684 -2.6323
C -1.5952 -2.7112 -3.7748
C -0.9506 -1.4539 -3.7465
C -0.7903 -0.7985 -2.5364
O 0.2381 0.1994 0.0568
C 0.2381 0.7893 1.3462
C 0.1983 2.3082 1.2044
C 1.5863 2.8400 0.7646
N 2.6625 2.3014 1.5921
C 2.7217 0.8452 1.7121
C 1.4183 0.3772 2.2711
H -2.5288 -1.2567 1.1681
H -2.3061 -3.0373 -0.4771
H -2.6325 -4.2245 -2.6143
H -1.6656 -3.2185 -4.7421
H -0.5232 -1.0192 -4.6252
H -0.2731 0.1627 -2.5570
H -0.0551 2.7392 2.1596
H -0.6050 2.5837 0.5413
H 1.7517 2.5653 -0.2684
H 1.5804 3.9529 0.7945
H 2.7290 2.7316 2.5143
H 2.9644 0.4070 0.7297
H 3.5606 0.5629 2.3783
H 1.2059 0.8188 3.2542
H 1.4534 -0.7137 2.3579
*
```

---

2.
Formula: C27H31BBrIO11
Source: the Open Molecules 2025 dataset
Level of theory: the ωB97M-V functional and the def2-TZVPD basis

## Properties
- E: -129845.1732 eV
- Gap between HOMO and LUMO: 0.2783 Eh
- SMILES: CB(O)c1cc(I)cc2c1C(=O)C=C(Br)C2=O.O=C1CCCO1.O=C1CCCO1.O=C1CCCO1.O=C1CCCO1

The geometry in ORCA input format:
```
! RIJCOSX wB97M-V def2-TZVPD def2/J DEFGRID3
* xyz 0 1
C 4.7940 -1.9049 1.8804
B 3.9928 -1.1360 0.7392
O 4.2268 -1.3384 -0.6192
C 2.8462 -0.1172 1.2279
C 3.2287 1.2247 1.4493
C 2.2475 2.1128 1.8959
I 2.8023 4.1403 2.2496
C 0.9232 1.7378 2.1418
C 0.5874 0.4062 1.9194
C 1.5368 -0.5408 1.4526
C 1.0961 -1.9733 1.2332
O 1.4884 -2.6512 0.3149
C 0.0538 -2.4772 2.2671
C -0.8271 -1.5812 2.6845
Br -2.1878 -1.9789 3.9984
C -0.8116 -0.1349 2.1815
O -1.8074 0.5048 1.9777
H 5.3906 -2.7427 1.4885
H 4.0242 -2.2682 2.5918
H 5.4027 -1.1642 2.4306
H 3.6398 -2.0258 -0.9677
H 4.2602 1.5486 1.2914
H 0.1550 2.4234 2.5010
H 0.0746 -3.5212 2.6395
O 4.9969 4.8284 -0.0555
C 4.3526 5.5837 -0.7261
C 4.8335 6.3072 -1.9663
C 3.7728 7.3840 -2.1458
C 2.5448 6.7276 -1.5413
O 3.0453 5.8800 -0.4912
H 4.8474 5.6046 -2.8012
H 5.8218 6.7314 -1.8091
H 3.6289 7.6948 -3.1795
H 4.0454 8.2676 -1.5645
H 2.0073 6.1067 -2.2612
H 1.8541 7.4554 -1.1204
O -4.4181 -5.0679 -0.2990
C -4.5883 -3.8941 -0.1356
C -3.5128 -2.8509 0.0862
C -4.3153 -1.6717 0.6129
C -5.6663 -1.8806 -0.0461
O -5.8088 -3.3065 -0.1671
H -3.0346 -2.6268 -0.8700
H -2.7766 -3.1965 0.8092
H -3.8727 -0.7019 0.3895
H -4.4151 -1.7524 1.6964
H -5.7151 -1.4401 -1.0454
H -6.4839 -1.4835 0.5523
O 0.7385 -5.3682 1.6757
C 0.1799 -5.8335 0.7230
C -0.3614 -5.0445 -0.4399
C -1.2677 -6.0627 -1.1224
C -0.5980 -7.3769 -0.7647
O -0.0074 -7.1579 0.5303
H 0.4741 -4.7435 -1.0730
H -0.9126 -4.1725 -0.0986
H -1.3753 -5.9108 -2.1958
H -2.2625 -6.0223 -0.6771
H 0.1962 -7.6464 -1.4656
H -1.3086 -8.1988 -0.7062
O -1.1296 4.9506 -2.6478
C -1.7535 4.1565 -2.0050
C -2.8240 3.2193 -2.5256
C -3.5091 2.7676 -1.2417
C -2.3809 2.8578 -0.2292
O -1.5559 3.9468 -0.6810
H -2.3436 2.3893 -3.0466
H -3.5077 3.7411 -3.1902
H -3.9537 1.7747 -1.3031
H -4.3000 3.4737 -0.9802
H -1.7740 1.9511 -0.2001
H -2.7436 3.0685 0.7745
*
```

---

3.
Formula: C5H10Si
Source: the Open Molecules 2025 dataset
Level of theory: the ωB97M-V functional and the def2-TZVPD basis

## Properties
- E: -13222.2290 eV
- Gap between HOMO and LUMO: 0.3816 Eh
- SMILES: C[C@H]1C=C[SiH2]C1

The geometry in ORCA input format:
```
! RIJCOSX wB97M-V def2-TZVPD def2/J DEFGRID3
* xyz 0 1
C 1.5992 0.3871 0.7780
C 0.1090 0.6785 0.7633
C -0.1868 1.2038 -0.6328
C -0.5651 0.4032 -1.6241
Si -1.0658 -1.3061 -1.0499
C -0.6262 -0.6727 0.9340
H 2.0017 0.1687 1.7701
H 2.1698 1.2493 0.2291
H 1.8619 -0.6031 0.3696
H -0.0111 1.3030 1.6299
H 0.0350 2.1827 -1.0261
H -0.6385 0.8176 -2.5259
H -2.4507 -1.6828 -0.6725
H -0.6457 -2.2694 -2.1761
H -0.0944 -1.2712 1.7262
H -1.4923 -0.5886 1.5073
*
```

---

4.
Formula: C41H65NO17
Source: the Open Molecules 2025 dataset
Level of theory: the ωB97M-V functional and the def2-TZVPD basis

## Properties
- E: -79869.2461 eV
- Gap between HOMO and LUMO: 0.3223 Eh
- SMILES: c1cc[nH]c1.O=C1CCCO1.O=C1CCCO1.O=C1CCCO1.O=C1CCCO1.O=C1CCCO1.O=C1CCCO1.O=C1CCCO1.CC(C)=O.CC(C)=O.CC(C)=O

The geometry in ORCA input format:
```
! RIJCOSX wB97M-V def2-TZVPD def2/J DEFGRID3
* xyz 0 1
C 27.4794 9.4025 2.4260
C 28.2149 9.8309 1.2716
C 29.3845 10.3611 1.7027
N 29.4010 10.3279 3.0699
C 28.2681 9.6796 3.5081
H 26.5664 8.8673 2.2163
H 27.8968 9.6282 0.2612
H 30.3103 10.6178 1.2122
H 30.1815 10.6069 3.6342
H 28.0476 9.5166 4.5488
O 29.0412 16.2199 4.6236
C 29.9312 15.4453 4.4815
C 29.8456 13.9721 4.1171
C 31.2721 13.5973 3.7387
C 32.0582 14.6549 4.5198
O 31.2369 15.8098 4.5375
H 29.5253 13.4294 5.0115
H 29.1064 13.7647 3.3483
H 31.5722 12.5828 4.0007
H 31.5617 13.7012 2.6904
H 32.2556 14.2744 5.5344
H 33.0660 14.8631 4.1640
O 31.8159 7.0084 -1.0578
C 32.2006 7.1444 0.0618
C 31.3045 7.6665 1.1762
C 32.2512 7.8335 2.3952
C 33.6292 7.4838 1.8018
O 33.4063 6.7976 0.5660
H 30.8085 8.5348 0.7736
H 30.7158 6.7697 1.3725
H 32.1093 8.8031 2.8602
H 31.9831 7.0445 3.0941
H 34.2379 8.3715 1.5990
H 34.2231 6.8495 2.4568
O 24.1537 8.5698 1.1203
C 23.5110 7.5931 1.3574
C 22.5039 7.3337 2.4588
C 22.4500 5.8008 2.4975
C 22.9758 5.3321 1.1538
O 23.6489 6.4809 0.5872
H 22.8568 7.6939 3.4190
H 21.5397 7.7930 2.2519
H 23.0589 5.4460 3.3324
H 21.4680 5.4001 2.7555
H 23.7286 4.5470 1.2312
H 22.2266 4.9816 0.4439
O 27.8496 13.3122 -4.5573
C 27.6981 12.2440 -4.0548
C 27.5788 10.8870 -4.7189
C 27.9870 9.9374 -3.5633
C 27.4855 10.7280 -2.3535
O 27.7311 12.0913 -2.7038
H 26.5657 10.6539 -5.0418
H 28.2913 10.7776 -5.5298
H 27.5543 8.9470 -3.6642
H 29.0767 9.9280 -3.5519
H 26.4218 10.5774 -2.1566
H 28.0529 10.4528 -1.4652
O 28.6421 5.2176 1.2857
C 28.3419 5.6284 0.2041
C 26.9924 5.6887 -0.4896
C 27.1079 6.9652 -1.2984
C 28.6212 6.9898 -1.6196
O 29.2483 6.2566 -0.5835
H 26.9546 4.8157 -1.1513
H 26.1811 5.6350 0.2298
H 26.5456 7.0494 -2.2272
H 26.8045 7.8149 -0.6817
H 28.8464 6.5295 -2.5811
H 28.9216 8.0363 -1.5991
O 28.6016 11.0132 10.8062
C 28.1168 10.6861 9.7713
C 26.6938 10.7986 9.2841
C 26.6346 9.9370 8.0370
C 28.0975 9.7788 7.6404
O 28.8891 10.1407 8.7800
H 26.0055 10.4436 10.0572
H 26.2990 11.8106 9.1684
H 26.1632 8.9789 8.2586
H 26.0798 10.3141 7.1786
H 28.2579 8.7369 7.3719
H 28.3623 10.4775 6.8452
O 26.6853 6.6128 5.9501
C 27.5982 6.2549 5.2699
C 27.7404 4.9329 4.5341
C 29.2446 4.7031 4.7541
C 29.7478 6.1341 4.5413
O 28.6998 6.9970 5.0465
H 27.1392 4.1896 5.0580
H 27.4388 4.9053 3.4895
H 29.5099 4.2703 5.7171
H 29.6852 4.0480 4.0008
H 30.7353 6.3332 4.9476
H 29.7444 6.3448 3.4664
C 30.1364 15.0863 -1.6638
C 30.9929 14.0981 -0.9176
C 30.8119 12.6228 -1.2152
O 31.7111 14.4615 -0.0090
H 30.6964 15.4825 -2.5175
H 29.8779 15.9063 -0.9999
H 29.2566 14.6261 -2.1134
H 31.8270 12.2289 -1.1896
H 30.3270 12.4515 -2.1731
H 30.2059 12.2198 -0.4028
C 34.2201 11.4654 0.0047
C 33.6487 11.5849 1.3867
C 34.4939 12.2698 2.4333
O 32.5272 11.1974 1.6347
H 34.3795 12.4660 -0.4094
H 33.5569 10.8660 -0.6099
H 35.2414 11.0763 0.0356
H 35.4997 11.8505 2.4684
H 34.0655 12.0454 3.4127
H 34.4756 13.3500 2.2928
C 24.5697 9.7069 4.5540
C 23.3939 10.3021 5.2797
C 23.5014 11.6680 5.9154
O 22.3898 9.6363 5.4634
H 24.7666 10.2674 3.6376
H 24.3924 8.6584 4.3451
H 25.4682 9.7554 5.1735
H 24.4302 12.2036 5.7028
H 23.5007 11.5706 7.0008
H 22.6663 12.2496 5.5278
*
```

---

5.
Formula: C17H23Cl8N3OS
Source: the Open Molecules 2025 dataset
Level of theory: the ωB97M-V functional and the def2-TZVPD basis

## Properties
- E: -135529.8158 eV
- Gap between HOMO and LUMO: 0.2800 Eh
- SMILES: CNCc1cc(S)cc2ncc(C[C@@H]3CO3)nc12.ClCCl.ClCCl.ClCCl.ClCCl

The geometry in ORCA input format:
```
! RIJCOSX wB97M-V def2-TZVPD def2/J DEFGRID3
* xyz 0 1
C 0.8486 -3.5798 -1.1863
N 1.2353 -2.6430 -0.1229
C 0.1379 -1.8486 0.4151
C -0.6190 -0.9307 -0.6088
C -2.0794 -0.8370 -0.4388
C -2.9111 0.0227 -1.3461
S -4.6967 0.1340 -1.0496
C -2.2390 0.7263 -2.4256
C -0.7471 0.6701 -2.6608
N -0.2636 1.4010 -3.7425
C 1.0938 1.2740 -3.7757
C 1.9531 0.4931 -2.8352
C 3.5051 0.5078 -3.0109
C 4.1618 0.7612 -1.4873
C 3.3366 1.8158 -0.5718
O 4.6985 2.1109 -1.2390
N 1.4315 -0.2423 -1.8163
C 0.0455 -0.1509 -1.7224
H 0.7451 -4.6332 -0.7708
H -0.1115 -3.3408 -1.7189
H 1.6889 -3.6471 -1.9448
H 2.0691 -2.1031 -0.3320
H 0.5744 -1.1566 1.1998
H -0.6014 -2.4926 0.9843
H -2.5638 -1.4208 0.3930
H -5.2480 1.0015 -1.9587
H -2.8708 1.3500 -3.1142
H 1.6253 1.8299 -4.6003
H 3.9052 -0.5079 -3.2747
H 3.8901 1.3401 -3.6517
H 4.6388 -0.1494 -0.9540
H 2.4878 2.3836 -1.0108
H 3.4149 1.4100 0.4634
Cl -5.6029 3.4330 -2.0197
C -5.9084 3.7788 -0.3123
Cl -4.7894 4.9994 0.3038
H -6.9240 4.1451 -0.2041
H -5.7818 2.8626 0.2603
Cl 3.3590 -0.9877 2.4520
C 2.7930 -2.1696 3.6436
Cl 1.1086 -2.6165 3.3534
H 3.4111 -3.0636 3.5754
H 2.8771 -1.7361 4.6371
Cl 7.2556 -5.7232 4.1691
C 5.7353 -5.4381 3.3167
Cl 4.4691 -4.8917 4.4253
H 5.8935 -4.6744 2.5593
H 5.4152 -6.3642 2.8468
Cl -8.1228 7.0551 3.9401
C -7.0327 5.7590 3.4376
Cl -7.7718 4.7436 2.1933
H -6.1226 6.1985 3.0369
H -6.7969 5.1419 4.3006
*
```

---

6.
Formula: C6H33N2O9
Source: the Open Molecules 2025 dataset
Level of theory: the ωB97M-V functional and the def2-TZVPD basis

## Properties
- E: -28161.2351 eV
- Gap between HOMO and LUMO: 0.3021 Eh

The geometry in ORCA input format:
```
! RIJCOSX wB97M-V def2-TZVPD def2/J DEFGRID3
* xyz 1 1
C -0.4788 1.7895 -3.0625
C 0.5027 1.9173 -1.8709
C 0.7360 0.6336 -1.1791
C 1.4696 0.6009 -0.0511
N 1.8494 -0.6050 0.6021
C 0.9351 -1.7620 0.5636
C 1.5375 -2.9104 1.3579
N -1.7856 1.1871 -2.5542
H -0.0633 1.1459 -3.8023
H -0.6988 2.7157 -3.5672
H 1.4619 2.2963 -2.3154
H 0.1175 2.7168 -1.1864
H 0.3956 -0.2790 -1.6104
H 1.9318 1.4660 0.3844
H 2.2395 -0.4772 1.5196
H 0.7881 -2.0459 -0.4785
H -0.0803 -1.4912 1.0002
H 2.5382 -3.2105 0.9658
H 1.6644 -2.6273 2.4678
H 0.9319 -3.8281 1.3010
H -1.7323 0.1338 -2.3309
H -2.5483 1.3117 -3.2054
H -2.1284 1.6442 -1.6064
H 3.5939 -2.1675 -2.2037
H 2.6862 -1.3250 -1.3230
O 2.7068 -1.8042 -2.1369
H -3.0061 -1.5857 1.1023
H -1.8049 -0.7986 1.4692
O -2.3636 -0.9903 0.7228
H -1.1466 -1.8739 -2.2249
H -1.9500 -1.4653 -0.9456
O -1.9059 -1.3387 -1.8957
H -2.6351 0.6032 0.2942
H -3.7777 1.7534 0.2356
O -2.8106 1.5590 0.0779
H 0.4707 2.5005 2.2481
H 1.5998 3.3359 2.9477
O 1.3915 2.5002 2.5072
H -1.6828 2.2152 1.2889
H -1.8560 2.9336 2.6552
O -1.2733 2.3881 2.1070
H -0.1227 -0.3327 2.9843
H -1.1769 0.7349 2.6631
O -1.0320 -0.2096 2.8178
H 1.5991 0.9544 3.1888
H 1.8797 -0.1468 4.3002
O 1.5746 -0.0285 3.3843
H 0.3074 -3.5790 -2.9214
H 1.1569 -2.3309 -2.6005
O 0.2610 -2.6491 -2.7817
*
```

---

7.
Formula: C7H6O3
Source: the Open Molecules 2025 dataset
Level of theory: the ωB97M-V functional and the def2-TZVPD basis

## Properties
- E: -13493.3186 eV
- Gap between HOMO and LUMO: 0.2694 Eh

The geometry in ORCA input format:
```
! RIJCOSX wB97M-V def2-TZVPD def2/J DEFGRID3
* xyz 0 1
C -0.8279 -0.4535 1.0551
C -0.5949 0.8203 1.4590
C -0.5901 -1.2023 -0.1415
C 0.3547 1.8848 1.1002
C 1.0754 0.1222 -1.4175
C 0.3883 -1.0956 -1.1187
C 1.2822 2.2117 0.2616
O 1.5878 0.0905 -2.6602
O 0.4519 -2.1571 -1.9888
O 2.0761 2.7630 -0.4067
H -1.5218 -0.8949 1.8295
H -1.0678 1.0505 2.3353
H -1.1239 -2.0580 -0.1878
H 0.5349 2.5476 1.8704
H 0.6498 -1.9519 -2.8795
H 1.8041 1.0229 -2.7093
*
```

---

8.
Formula: C5H11NO
Source: the Open Molecules 2025 dataset
Level of theory: the ωB97M-V functional and the def2-TZVPD basis

## Properties
- E: -8897.6617 eV
- Gap between HOMO and LUMO: 0.3380 Eh

The geometry in ORCA input format:
```
! RIJCOSX wB97M-V def2-TZVPD def2/J DEFGRID3
* xyz 0 1
C -0.3916 1.7494 -1.2972
C 1.1330 -1.6642 -1.1015
C 0.2927 -0.8633 1.6447
N 0.4159 -0.4475 -0.7958
C -0.1660 -0.2559 0.3453
C -1.1573 0.7943 0.3194
O -1.5549 1.4217 1.4976
H -0.7810 1.8133 1.9174
H -2.0322 0.5495 -0.2705
H 1.9546 -1.8525 -0.4008
H -1.2333 2.4267 -1.4082
H -0.2370 1.2909 -2.2654
H 0.4958 2.2273 -0.9003
H 0.4739 -2.5396 -1.1141
H 1.5657 -1.5514 -2.0972
H -0.4117 -0.6494 2.4475
H 0.3494 -1.9494 1.5534
H 1.2841 -0.5000 1.9255
*
```